No. 1
Entry from OMol25: a molecular structure, C6H16N4Pt at a distorted geometry (the ωB97M-V functional and the def2-TZVPD basis).

Each line ends with the Mulliken charge.
Geometry (Å):
Pt1 -0.629 -0.857 0.182  0.90
N1 0.985 -0.904 -1.044  -0.57
C1 2.200 -0.100 -0.687  -0.52
C2 1.919 1.404 -0.824  -0.48
N2 0.857 1.934 -0.015  0.18
C3 0.752 2.031 1.393  -0.49
C4 1.228 0.835 2.175  -0.50
N3 0.233 -0.293 2.048  -0.63
H1 1.241 -1.904 -1.103  0.49
H2 0.629 -0.642 -1.976  0.43
H3 3.008 -0.343 -1.389  0.45
H4 2.574 -0.416 0.281  0.29
H5 1.720 1.675 -1.864  0.50
H6 2.869 1.944 -0.575  0.39
H7 0.314 2.669 -0.498  0.39
H8 -0.279 2.335 1.636  0.46
H9 1.317 2.960 1.720  0.43
H10 1.317 1.142 3.222  0.49
H11 2.218 0.479 1.910  0.34
H12 -0.591 -0.091 2.636  0.46
H13 0.653 -1.140 2.455  0.44
C5 -4.488 -2.285 -1.799  -0.74
C6 -3.281 -1.798 -1.235  0.77
N4 -2.294 -1.388 -0.761  -0.56
H14 -4.274 -3.062 -2.551  0.35
H15 -5.046 -1.495 -2.319  0.36
H16 -5.153 -2.689 -1.020  0.35

Largest force on an atom   1.9 eV/A
E_HOMO (spin up / spin down)   -26.06 / -26.06 eV
Net charge   +4
Frontier orbital gap (spin up / spin down)   4.4 / 4.4 eV
Energy   -15633.995 eV
Relative energy (zero: lowest compared OMol25 entry of this formula, charge and spin)   51.1 kJ/mol

=====

No. 2
Entry from OMol25: a molecular structure, C12H10AsCdPS4Se2 (the ωB97M-V functional and the def2-TZVPD basis).

Each line ends with the Mulliken charge.
Geometry (Å):
Cd1 -2.771 1.891 -0.191  0.89
S1 -5.266 5.992 -0.278  -0.68
As1 -4.483 4.297 0.726  0.48
S2 -5.148 2.392 -0.303  -0.65
S3 -2.230 4.170 0.449  -0.65
S4 -4.935 4.199 2.798  -0.68
Se1 -1.319 0.664 -2.042  -0.49
P1 -0.658 -0.351 -0.271  0.40
Se2 -2.190 -0.496 1.218  -0.64
C1 0.026 -2.004 -0.696  0.76
C2 -0.384 -3.143 -0.016  -0.41
C3 0.094 -4.397 -0.388  -0.52
C4 0.987 -4.520 -1.442  -0.39
C5 1.393 -3.384 -2.133  -0.73
C6 0.909 -2.138 -1.767  -0.26
C7 0.795 0.549 0.395  0.81
C8 1.850 0.885 -0.455  -0.37
C9 2.945 1.583 0.026  -0.73
C10 2.989 1.977 1.359  -0.36
C11 1.930 1.675 2.199  -0.57
C12 0.837 0.959 1.721  -0.15
H1 -1.086 -3.042 0.805  0.20
H2 -0.244 -5.278 0.144  0.37
H3 1.361 -5.496 -1.730  0.35
H4 2.073 -3.472 -2.973  0.35
H5 1.196 -1.263 -2.337  0.19
H6 1.794 0.630 -1.505  0.17
H7 3.754 1.844 -0.647  0.34
H8 3.840 2.534 1.733  0.36
H9 1.938 2.011 3.228  0.35
H10 0.003 0.732 2.372  0.25

Largest force on an atom   0.8 eV/A
E_HOMO   -0.75 eV
Net charge   -2
Frontier orbital gap   4.7 eV
Energy   -261337.529 eV

=====

No. 3
Entry from OMol25: 2 unconnected molecules or ions with the total composition C6H11N3O at a distorted geometry (the ωB97M-V functional and the def2-TZVPD basis).

Each line ends with the Mulliken charge.
Geometry (Å):
C1 1.954 0.644 -3.082  -1.05
C2 -1.278 1.199 -1.742  -0.09
C3 0.774 0.923 -2.250  0.57
C4 0.619 0.776 -0.843  -0.22
N1 -0.434 1.244 -2.757  -0.44
N2 -0.637 1.182 -0.501  0.05
H1 -2.332 1.400 -1.719  0.42
H2 -1.043 1.042 0.432  0.30
H3 1.371 0.693 -0.064  0.47
H4 1.821 -0.162 -3.809  0.32
H5 2.763 0.439 -2.385  0.33
H6 2.210 1.507 -3.709  0.33
C5 -0.272 -1.620 1.557  -0.57
C6 -1.054 -0.792 2.521  0.53
O1 -1.928 -0.028 2.114  -0.69
N3 -0.867 -1.027 3.834  -0.37
H7 -0.978 -2.398 1.293  0.27
H8 0.685 -2.050 1.880  0.35
H9 -1.243 -0.383 4.517  0.27
H10 -0.011 -1.494 4.090  0.23
H11 -0.122 -1.094 0.622  -0.02

Largest force on an atom   3.1 eV/A
E_HOMO (spin up / spin down)   -13.55 / -13.55 eV
Net charge   +1
Frontier orbital gap (spin up / spin down)   9.6 / 5.9 eV
Energy   -12910.590 eV
Relative energy (zero: lowest compared OMol25 entry of this formula, charge and spin)   13.2 kJ/mol
Multiplicity   2

=====

No. 4
Entry from OMol25: C23H29N3O5S2 in the gas phase at a distorted geometry (the ωB97M-V functional and the def2-TZVPD basis).

Each line ends with the Mulliken charge.
Geometry (Å):
O1 3.376 0.058 -1.621  -0.66
C1 3.273 0.828 -0.690  0.53
C2 4.307 0.874 0.443  -1.05
N1 3.820 0.085 1.562  0.35
C3 4.705 -0.856 2.168  -0.30
C4 4.997 -2.124 1.418  -0.58
C5 4.132 -2.157 2.639  -0.49
S1 2.608 0.735 2.493  1.31
O2 2.755 0.308 3.848  -0.69
O3 2.533 2.156 2.238  -0.73
C6 1.096 0.023 1.825  0.49
C7 -0.094 0.529 2.315  -1.29
C8 -1.294 0.027 1.838  -0.72
C9 -1.275 -0.972 0.883  0.26
S2 -2.827 -1.585 0.212  1.40
O4 -3.874 -1.244 1.128  -0.74
O5 -2.636 -2.958 -0.154  -0.76
N2 -2.982 -0.675 -1.144  0.55
C10 -3.836 0.485 -1.113  -0.71
C11 -5.299 0.119 -1.373  -0.71
C12 -5.578 -0.292 -2.817  -0.69
C13 -4.695 -1.433 -3.323  -0.79
C14 -3.253 -0.997 -3.592  -0.63
C15 -2.352 -1.120 -2.361  -0.42
C16 -0.085 -1.475 0.391  -1.32
C17 1.116 -0.975 0.868  0.19
N3 2.257 1.699 -0.490  0.01
C18 1.103 1.886 -1.257  0.28
C19 0.957 1.378 -2.544  -0.20
C20 -0.191 1.657 -3.264  -0.82
C21 -1.199 2.431 -2.715  -0.33
C22 -1.065 2.915 -1.424  -0.67
C23 0.078 2.646 -0.697  -0.43
H1 4.490 1.909 0.754  0.34
H2 5.234 0.426 0.084  0.50
H3 5.503 -0.412 2.759  0.50
H4 5.995 -2.528 1.476  0.28
H5 4.527 -2.249 0.455  0.21
H6 3.072 -2.311 2.517  0.07
H7 4.530 -2.575 3.550  0.26
H8 -0.061 1.304 3.065  0.52
H9 -2.245 0.378 2.207  0.54
H10 -3.750 0.919 -0.115  0.43
H11 -3.471 1.210 -1.842  0.10
H12 -5.925 0.977 -1.120  0.41
H13 -5.555 -0.697 -0.696  0.34
H14 -6.624 -0.599 -2.886  0.38
H15 -5.448 0.574 -3.472  0.28
H16 -4.696 -2.249 -2.597  0.33
H17 -5.127 -1.810 -4.252  0.36
H18 -2.816 -1.618 -4.376  0.54
H19 -3.248 0.033 -3.953  0.22
H20 -2.107 -2.170 -2.191  0.59
H21 -1.419 -0.561 -2.527  -0.34
H22 -0.112 -2.263 -0.343  0.48
H23 2.055 -1.349 0.493  0.49
H24 2.271 2.204 0.396  0.31
H25 1.744 0.781 -2.974  0.52
H26 -0.290 1.275 -4.270  0.39
H27 -2.079 2.665 -3.295  0.47
H28 -1.850 3.514 -0.985  0.42
H29 0.196 3.033 0.305  0.42

Largest force on an atom   1.1 eV/A
E_HOMO   -8.83 eV
Net charge   0
Frontier orbital gap   9.1 eV
Energy   -60699.142 eV
Relative energy (zero: lowest compared OMol25 entry of this formula, charge and spin)   294.7 kJ/mol